12
Properties=species:S:1:pos:R:3 method="wB97M-V/def2-TZVPD" homo_ev="-15.60 / -15.60" s_squared=0.75 charge=+2 orbital_gap_ev="6.348 / 6.354" spin_multiplicity=2
C -1.117 -0.144 -0.150
O -1.954 0.492 0.438
Cu -4.154 -0.064 1.345
Mg 2.068 1.553 0.493
C 1.432 -1.711 0.110
C 1.370 -0.378 0.037
C 0.205 0.355 -0.669
O 0.334 1.732 -0.435
Li -1.150 2.626 0.097
H 2.028 -2.199 0.893
H 0.212 0.113 -1.750
H 0.726 -2.376 -0.409



74
Properties=species:S:1:pos:R:3 method="wB97M-V/def2-TZVPD" homo_ev="0.75 / -1.67" s_squared=0.78 charge=-2 orbital_gap_ev="3.567 / 5.989" spin_multiplicity=2
Hg -11.471 -13.194 -6.595
C -15.486 -14.428 -7.633
C -15.463 -14.087 -9.121
C -14.184 -14.345 -9.872
C -14.228 -14.841 -11.178
C -13.075 -14.992 -11.902
C -11.860 -15.088 -11.263
C -11.793 -14.822 -9.808
C -9.362 -14.855 -8.859
C -9.129 -13.556 -9.546
C -12.889 -14.101 -9.268
N -12.748 -13.033 -8.305
C -13.487 -11.966 -8.608
C -13.849 -10.953 -7.689
C -14.092 -9.529 -8.043
C -14.312 -8.912 -6.882
C -14.198 -9.892 -5.822
N -13.951 -11.135 -6.332
H -16.469 -14.155 -7.193
H -14.849 -13.814 -7.012
H -15.364 -15.513 -7.421
H -15.760 -13.061 -9.335
H -16.227 -14.680 -9.611
H -15.241 -14.896 -11.704
H -13.074 -15.154 -13.010
H -10.980 -15.292 -11.838
H -8.462 -15.511 -8.798
H -9.901 -15.734 -7.122
H -8.675 -13.628 -10.561
H -8.471 -12.892 -8.956
H -10.125 -13.022 -9.654
H -13.605 -11.750 -9.683
H -14.092 -9.149 -9.025
H -14.406 -7.786 -6.784
H -14.428 -9.759 -4.757
F -11.900 -18.037 -0.588
C -11.247 -17.784 -1.738
C -11.676 -16.834 -2.714
F -12.704 -16.020 -2.391
C -11.030 -16.804 -3.925
F -11.590 -16.047 -4.940
C -9.870 -17.513 -4.263
S -8.983 -17.330 -5.699
C -9.355 -18.300 -3.187
F -8.140 -18.942 -3.385
C -10.030 -18.388 -1.996
F -9.470 -19.152 -1.015
N -10.262 -14.962 -7.748
C -10.723 -15.527 -9.024
N -10.719 -16.920 -9.064
C -10.323 -17.602 -10.291
C -9.992 -19.019 -10.029
O -11.121 -19.707 -9.446
C -11.397 -19.110 -8.154
C -11.822 -17.604 -8.395
H -9.493 -17.096 -10.736
H -11.208 -17.637 -10.975
H -9.084 -19.220 -9.509
H -9.824 -19.482 -10.979
H -10.517 -19.200 -7.449
H -12.263 -19.659 -7.735
H -11.954 -17.091 -7.423
H -12.772 -17.596 -8.978
F -8.240 -12.203 -6.515
C -8.708 -12.396 -5.199
C -10.081 -12.777 -5.062
C -10.442 -12.899 -3.722
F -11.679 -13.232 -3.348
C -9.506 -12.822 -2.666
F -9.928 -13.147 -1.422
C -8.152 -12.544 -2.898
F -7.223 -12.873 -1.985
C -7.789 -12.211 -4.171
F -6.482 -11.877 -4.467